This record from OMol25 describes a molecular structure, C21H31N3O3. The level of theory is wB97M-V/def2-TZVPD.

Positions of all 58 atoms, in Å:
1 H 5.77 -1.03 0.31
2 H 4.36 -3.08 0.10
3 O 0.27 4.15 -1.35
4 C -1.29 2.99 -0.23
5 H 2.91 1.90 -1.36
6 H -2.08 -1.16 1.32
7 H -2.49 -0.45 -1.00
8 C -0.43 -1.65 -0.91
9 H -3.05 1.12 1.97
10 C -4.77 -2.73 -0.07
11 C -3.83 2.21 0.29
12 H 0.02 -1.29 -1.70
13 H -4.96 1.80 0.51
14 O 3.35 1.10 1.41
15 C 0.11 -2.92 -0.39
16 N 1.00 2.92 0.42
17 H 4.21 2.90 -0.68
18 H -2.12 -2.82 0.78
19 C 3.74 1.31 0.42
20 C 3.94 -2.06 -0.39
21 H 4.67 -0.97 1.57
22 H 2.33 4.33 -0.06
23 C -2.40 -1.76 0.59
24 H 1.55 1.58 1.66
25 H -4.47 3.29 -1.41
26 H -0.21 -3.67 -1.01
27 H 4.11 -1.89 -1.35
28 C 3.27 2.38 -0.36
29 O -0.59 0.64 2.59
30 N 0.76 2.11 1.28
31 H 1.96 -4.06 -0.54
32 C 4.71 -0.87 0.24
33 C -3.63 3.16 -1.04
34 C -2.39 3.39 -0.91
35 C -0.56 1.47 1.75
36 H -0.09 -0.65 -0.12
37 H -4.56 -2.51 -1.00
38 C -2.88 1.53 1.09
39 C 2.49 3.48 0.16
40 N 4.52 0.14 -0.35
41 H 0.13 -3.15 0.67
42 C -1.93 -1.54 -0.78
43 C -1.53 2.21 0.77
44 H -2.04 4.18 -1.88
45 H -4.24 -0.76 0.46
46 C 0.04 3.32 -0.67
47 C 2.47 -1.88 -0.15
48 H -5.92 -2.69 -0.09
49 H 2.77 3.57 1.07
50 H -4.62 -3.73 0.20
51 H 1.67 -2.70 -1.94
52 H 4.69 0.48 -1.20
53 H 2.20 -2.03 1.07
54 H 2.06 -0.82 -0.10
55 H -2.30 -2.18 -1.54
56 C -3.93 -1.70 0.68
57 C 1.56 -3.04 -0.62
58 H -4.34 -1.87 1.82

Values from the calculation:
- gap between HOMO and LUMO (eV) = 7.574
- HOMO level (eV) = -7.29
- LUMO level (eV) = 0.29
- energy relative to the best compared isomer or geometry (same formula, charge and spin) (kcal/mol) = 506.3